Here is a 2-piece molecular cluster, C3H7FN3 overall at a distorted geometry from OMol25. Energies are from ωB97M-V with the def2-TZVPD basis set.

Each line ends with the Löwdin charge.
Atoms and positions in Å:
1 C -1.697 0.487 -0.127  -0.374
2 N -0.596 0.445 0.662  0.015
3 H 1.520 -1.606 0.013  0.122
4 H -1.665 -1.403 0.859  0.175
5 H -2.234 -0.137 1.869  0.173
6 N -1.697 -0.390 1.032  0.081
7 H 1.902 2.360 0.655  0.146
8 H -2.416 1.301 -0.201  0.160
9 C 1.640 0.435 -0.148  -0.097
10 H 0.772 -0.906 -1.442  0.105
11 N 2.015 1.476 0.202  0.355
12 C 1.621 -0.833 -0.755  -0.004
13 F -1.713 -0.229 -1.308  0.018
14 H 2.548 -1.001 -1.311  0.125

Results
- DFT total energy (eV) = -10401.7314
- maximum force (eV/Å) = 2.49
- total charge = +1
- frontier orbital gap (eV) = 9.688
- relative energy (zero: lowest compared OMol25 entry of this formula, charge and spin) (eV) = 3.716
- E_HOMO (eV) = -13.343

Here is one molecule with the formula C2H4O2 from OMol25. Energies are from ωB97M-V with the def2-TZVPD basis set.

Each line ends with the Löwdin charge.
Atoms and positions in Å:
1 O -0.434 0.013 1.638  0.092
2 C 0.895 0.045 -0.348  0.010
3 O -1.463 -0.105 -0.342  0.095
4 H -2.265 -0.153 0.206  0.131
5 C -0.377 0.001 0.437  -0.591
6 H 1.315 1.043 -0.270  0.091
7 H 0.724 -0.186 -1.395  0.082
8 H 1.606 -0.658 0.074  0.091

Results
- DFT total energy (eV) = -6234.2787
- maximum force (eV/Å) = 0.66
- structure (SMILES) = CC(=O)O
- frontier orbital gap (eV) = 11.334
- relative energy (zero: lowest compared OMol25 entry of this formula, charge and spin) (eV) = 0.029
- E_HOMO (eV) = -10.570

Here is an isolated ion of composition C5H11N2 and charge +1 at a distorted geometry from OMol25. Energies are from ωB97M-V with the def2-TZVPD basis set.

Each line ends with the Löwdin charge.
Atoms and positions in Å:
1 H 0.600 -2.121 -0.514  0.020
2 H -2.362 0.189 0.400  0.090
3 C -0.848 -0.077 -1.585  -0.031
4 H 1.850 1.954 2.595  0.170
5 C 1.803 2.021 1.398  0.138
6 H -0.052 -2.242 0.950  0.079
7 C -0.371 -0.280 -0.142  -0.564
8 H 1.845 -0.280 -0.575  0.172
9 H -1.260 0.279 1.604  0.113
10 H 2.152 3.020 1.096  0.126
11 H -0.105 -0.404 -2.175  0.054
12 N -1.407 0.355 0.581  0.092
13 H -1.759 -0.487 -1.788  0.065
14 N 1.434 1.040 0.739  0.117
15 C 1.017 0.190 -0.094  0.045
16 H -1.217 -2.256 -0.584  0.159
17 H -1.093 0.974 -1.877  0.126
18 C -0.229 -1.873 -0.029  0.028

Results
- DFT total energy (eV) = -8333.7466
- maximum force (eV/Å) = 5.34
- structure (SMILES) = C=[N+]=CC(C)(C)N
- total charge = +1
- frontier orbital gap (eV) = 8.571
- relative energy (zero: lowest compared OMol25 entry of this formula, charge and spin) (eV) = 3.372
- E_HOMO (eV) = -13.638

Here is C27H21NO6PSeTi as an isolated structure at a distorted geometry from OMol25. Energies are from ωB97M-V with the def2-TZVPD basis set.

Each line ends with the Löwdin charge.
Atoms and positions in Å:
1 P 0.717 -0.397 -2.640  1.093
2 C -2.185 -0.715 2.457  -0.182
3 C 1.493 3.430 0.625  -0.651
4 C 1.474 5.126 -1.621  -0.123
5 H 4.128 0.387 0.804  0.110
6 H -0.777 -1.128 5.993  0.114
7 C 2.646 3.634 -0.135  -0.166
8 H -0.595 5.450 -1.139  0.097
9 H 3.547 4.606 -1.824  0.092
10 C 3.455 -0.348 0.385  -0.094
11 H 0.720 1.948 -2.191  0.078
12 C -2.984 -2.202 -3.027  -0.091
13 C -1.294 -3.869 -3.353  -0.093
14 O 1.795 -1.142 4.889  0.053
15 C 2.639 4.470 -1.248  -0.114
16 H 2.493 1.093 -0.872  0.089
17 O -1.285 -1.062 0.361  -0.058
18 H -0.569 3.963 0.825  0.103
19 C -2.007 -1.245 -2.783  -0.086
20 C 0.323 4.946 -0.861  -0.098
21 C 2.496 0.061 -0.537  -0.161
22 H -3.289 -1.021 5.634  0.090
23 O -2.238 1.561 -1.344  0.036
24 C -0.657 -1.592 -2.815  -0.374
25 C 3.501 -1.664 0.810  -0.084
26 H 0.729 -3.180 -3.227  0.100
27 C -3.101 -0.853 3.520  -0.013
28 C 1.563 -0.850 -1.059  -0.416
29 H -2.304 -0.229 -2.557  0.086
30 C -0.094 1.228 -2.326  -0.254
31 H 2.515 -3.565 0.758  0.111
32 H 4.230 -1.971 1.547  0.114
33 O 1.561 -0.774 2.681  -0.198
34 C -0.317 -2.907 -3.138  -0.131
35 C -0.374 -0.725 3.961  -0.184
36 C 2.537 -2.555 0.368  -0.076
37 C 1.129 -0.885 3.904  -0.579
38 N -0.861 -0.468 2.728  -0.002
39 C -2.324 -1.003 1.083  -0.438
40 H 1.462 5.771 -2.491  0.088
41 H 0.824 -2.867 -0.872  0.095
42 C 0.334 4.114 0.250  -0.139
43 H -0.609 1.490 -3.251  0.087
44 H -1.006 -4.887 -3.583  0.098
45 H 3.559 3.127 0.155  0.087
46 Se 1.526 2.233 2.119  0.716
47 H -4.158 -0.949 3.309  0.111
48 Ti 0.366 0.039 1.211  0.915
49 C -1.203 -0.926 5.021  0.000
50 O -3.526 -1.278 0.555  0.123
51 C 1.569 -2.156 -0.545  -0.109
52 O -0.470 1.348 0.002  -0.218
53 C -2.611 -0.912 4.798  -0.083
54 C -1.047 1.377 -1.148  -0.673
55 H -4.029 -1.914 -3.006  0.105
56 H -3.377 -1.380 -0.396  0.097
57 H -3.401 -4.264 -3.469  0.096
58 C -2.635 -3.520 -3.294  -0.097

Results
- DFT total energy (eV) = -139870.8273
- maximum force (eV/Å) = 1.82
- total charge = -1
- frontier orbital gap (spin up / spin down) (eV) = 5.737 / 5.282
- relative energy (zero: lowest compared OMol25 entry of this formula, charge and spin) (eV) = 0.843
- E_HOMO (spin up / spin down) (eV) = -3.176 / -3.058

Here is C20H41AsN5OS3Si3Zr as an isolated structure from OMol25. Energies are from ωB97M-V with the def2-TZVPD basis set.

Each line ends with the Löwdin charge.
Atoms and positions in Å:
1 S 2.470 5.053 0.485  1.232
2 Si -2.079 -1.291 1.651  0.321
3 H -0.844 1.423 -3.216  0.028
4 O 3.220 1.288 3.757  0.237
5 H -2.846 -2.924 -0.061  0.022
6 H -2.721 -1.550 -3.792  0.062
7 C 4.968 1.849 -2.084  -0.265
8 H 0.691 -2.160 -1.372  -0.029
9 C -0.268 0.506 -3.090  -0.215
10 S 3.130 -1.471 0.285  0.689
11 C 1.410 3.741 0.466  -0.609
12 H -3.731 0.159 2.789  0.031
13 C 0.069 3.811 1.098  -0.078
14 C 3.652 4.163 -0.363  -0.264
15 N 3.004 0.720 -1.616  -0.137
16 H -0.120 -2.735 1.258  0.010
17 H -2.673 3.968 1.221  0.029
18 H -4.940 0.462 0.724  0.038
19 H -3.484 -0.167 -3.019  0.036
20 H -3.064 -1.063 3.862  0.058
21 C -2.811 -0.355 3.067  -0.197
22 H -5.490 1.480 -0.601  0.067
23 N 1.663 0.885 2.012  -0.114
24 H -0.689 3.634 0.341  0.044
25 C 2.957 -1.329 -3.079  -0.072
26 H -4.267 3.298 1.511  0.062
27 H 2.282 -4.016 0.369  0.138
28 H -3.595 3.689 -1.811  0.062
29 H 1.579 -4.573 3.112  0.097
30 Si -3.173 1.958 -0.164  0.357
31 H 3.029 -2.157 -2.375  0.053
32 As -1.295 0.366 0.057  0.774
33 Si -1.245 -0.736 -2.082  0.285
34 H 3.576 -1.346 3.033  0.105
35 H -0.107 4.788 1.542  0.101
36 H -4.193 -1.913 0.486  0.033
37 C -3.280 -2.419 0.802  -0.183
38 C 3.187 2.922 -0.631  -0.317
39 Zr 1.421 0.487 0.093  1.311
40 C 2.286 -4.865 2.335  -0.011
41 H -4.547 0.039 -0.954  0.012
42 H 3.461 -1.618 -3.999  0.099
43 N 3.138 -2.235 2.856  0.186
44 H -3.497 -1.753 -2.224  0.039
45 H 3.104 -2.895 3.620  0.133
46 N 1.903 2.676 -0.159  -0.089
47 C 2.474 1.102 2.900  -0.404
48 N 2.418 -3.796 1.342  -0.013
49 C 3.792 1.850 -1.417  -0.327
50 H -2.868 2.538 2.252  0.028
51 C 3.566 -0.089 -2.518  -0.645
52 H 5.734 2.607 -2.099  0.107
53 C -4.657 0.860 -0.251  -0.188
54 H 3.255 -5.104 2.774  0.111
55 H 1.904 -5.750 1.835  0.109
56 H -0.793 -3.000 2.870  0.054
57 C -2.901 -1.067 -2.827  -0.180
58 H -2.957 2.269 -2.627  0.029
59 C -0.537 -2.232 2.136  -0.226
60 H -3.572 -3.196 1.516  0.060
61 H -0.042 0.126 -4.091  0.059
62 H -0.030 3.052 1.875  0.078
63 C -3.218 3.035 1.347  -0.190
64 H 0.695 0.810 -2.658  -0.012
65 C -0.297 -2.323 -1.814  -0.214
66 C -2.852 2.888 -1.736  -0.198
67 H 4.601 4.600 -0.633  0.107
68 H -0.856 -2.974 -1.138  0.025
69 S 5.071 0.457 -3.061  1.225
70 H 1.907 -1.150 -3.305  0.062
71 H -2.117 0.375 3.487  0.039
72 H -1.868 3.359 -1.754  0.030
73 H 0.221 -1.584 2.585  0.010
74 C 2.838 -2.582 1.618  -0.770
75 H -0.153 -2.876 -2.746  0.062

Results
- DFT total energy (eV) = -149144.6534
- maximum force (eV/Å) = 0.50
- total charge = +3
- frontier orbital gap (eV) = 7.607
- relative energy (zero: lowest compared OMol25 entry of this formula, charge and spin) (eV) = 0.315
- E_HOMO (eV) = -16.965

Here is one molecule with the formula C5H8S at a distorted geometry from OMol25. Energies are from ωB97M-V with the def2-TZVPD basis set.

Each line ends with the Löwdin charge.
Atoms and positions in Å:
1 H -1.926 1.509 0.643  -0.158
2 H 4.077 1.068 0.265  0.073
3 H 2.513 1.749 -0.350  0.068
4 C 2.556 -0.406 -0.286  -0.259
5 H 2.598 1.124 1.238  0.076
6 C 2.988 0.968 0.221  -0.108
7 S -2.469 0.613 -0.182  0.680
8 C -1.527 -0.885 0.345  -0.563
9 H -1.691 -1.159 1.385  0.071
10 H 2.843 -0.532 -1.323  0.100
11 C -0.101 -0.784 0.026  -0.126
12 H 3.023 -1.248 0.228  0.105
13 H -1.986 -1.705 -0.238  0.072
14 C 1.092 -0.662 -0.128  -0.032

Results
- DFT total energy (eV) = -16148.0863
- maximum force (eV/Å) = 1.16
- structure (SMILES) = CCC#CCS
- frontier orbital gap (eV) = 10.039
- relative energy (zero: lowest compared OMol25 entry of this formula, charge and spin) (eV) = 1.551
- E_HOMO (eV) = -9.108